[1]
Entry from OMol25: a 11-piece molecular cluster, C5H29O12 overall in a non-equilibrium geometry (ωB97M-V/def2-TZVPD).

Computed properties:
LUMO energy (eV): 2.80
Calculated total energy (Ha): -1110.8033
Charge: -1
ΔE to the lowest compared entry with this formula, charge and spin (eV): 1.6915
HOMO (eV): -6.785

Geometry (Å):
O (3.3397, -2.6162, -0.5868)
O (-3.1040, -1.7752, -1.0011)
O (-2.0653, -2.6555, 1.2594)
O (3.3832, 0.4250, 0.5658)
O (0.3357, 0.3867, 2.4865)
O (4.0432, 1.5145, -1.6136)
O (-1.1735, 1.6770, -1.3219)
O (0.7710, -2.0122, -0.9203)
O (-3.3402, 0.2866, 0.0506)
O (0.5967, -2.9878, 1.4722)
O (-1.2462, -3.7650, -2.2130)
O (1.1474, 0.4305, -0.6274)
C (-1.0245, 3.1056, -1.2197)
C (-1.1575, 2.1902, 2.0353)
C (0.1881, 1.5510, 2.2274)
C (-1.1880, 3.5590, 1.3053)
C (-0.3153, 3.6092, 0.0305)
H (-2.2295, 3.8524, 1.1418)
H (-0.3458, 1.2964, -0.9438)
H (1.0050, 2.2667, 2.4205)
H (-1.6557, 2.2344, 3.0158)
H (-2.7317, -2.6682, -0.8898)
H (0.6370, 3.0821, 0.1538)
H (2.4040, 0.4171, 0.2515)
H (0.7158, -2.0582, -1.8878)
H (1.0052, -2.3146, 0.8908)
H (0.0865, 4.6705, 0.0443)
H (4.0458, 2.4075, -1.2622)
H (0.5890, -3.7016, 0.8274)
H (0.8585, -0.8690, -0.6530)
H (-0.6759, 3.5093, -2.1483)
H (-2.4455, -1.8089, 1.5095)
H (1.5312, 0.5173, -1.5099)
H (3.7646, 0.9213, -0.8052)
H (-0.7276, -3.5405, -1.4251)
H (3.9717, -2.2902, -1.2418)
H (-0.6151, 4.2919, 1.8654)
H (-2.9653, -1.5079, -1.9120)
H (-3.2119, -0.4934, -0.5115)
H (3.6364, -0.5012, 0.6689)
H (-1.7870, 1.5323, 1.4171)
H (2.4370, -2.4992, -0.9850)
H (-1.6200, -2.9333, -2.5050)
H (-1.3222, -2.9096, 1.8427)
H (-2.7440, 0.8987, -0.4285)
H (-2.1489, 3.2834, -1.2348)

=====

[2]
Entry from OMol25: a 8-piece molecular cluster, C28H51N3O15 overall in a non-equilibrium geometry (ωB97M-V/def2-TZVPD).

Computed properties:
LUMO energy (eV): 0.40
Calculated total energy (Ha): -2390.1667
SMILES: C[C@H]1COC(=O)O1.COC(=O)OC.COC(=O)OC.COC(=O)OC.COC(=O)OC.CCCC#N.CCCC#N.CCCC#N
Charge: 0
ΔE to the lowest compared entry with this formula, charge and spin (eV): 0.0000
HOMO (eV): -10.221

Geometry (Å):
O (2.3368, -1.7229, -0.6298)
O (-3.2212, -4.1889, 4.3932)
O (-0.6202, 4.1311, 3.7782)
O (-3.5932, -1.1449, 0.4272)
O (0.3018, 0.3751, -4.9768)
O (1.6478, 0.0791, 0.8152)
O (0.7598, -2.2369, 0.8902)
O (-4.6172, -3.1429, -0.2708)
O (-1.3412, 1.8761, 4.3352)
O (-2.9892, -2.1009, 3.3102)
O (-1.1042, 2.8461, 2.1552)
O (-1.8782, -2.5779, 5.3382)
O (-2.2702, -2.8559, 0.3972)
O (0.3748, -0.8839, -3.0858)
O (-1.4752, -0.4089, -4.0228)
N (-2.7862, 1.5811, -1.4498)
N (1.3858, 0.5741, 6.1382)
N (5.7018, -0.2379, -3.8748)
C (-0.0852, -1.9579, 2.0172)
C (4.8858, -0.1259, -4.7008)
C (3.8348, -0.0169, -5.7218)
C (1.5598, 0.8241, 5.0292)
C (-1.9202, 2.1301, -1.9808)
C (-0.7762, 2.7341, -2.6818)
C (1.5858, -1.2899, 0.4302)
C (3.3528, 2.5191, 2.1162)
C (1.8108, 1.1421, 3.6462)
C (-1.4332, -1.2319, 5.4542)
C (-4.1812, -4.6819, 3.4252)
C (5.1518, 1.8841, -6.8108)
C (-0.2142, -0.3199, -4.0698)
C (1.1128, 3.0931, -1.0078)
C (-3.5212, -2.4509, 0.1582)
C (-1.0162, 2.8831, 3.4482)
C (3.1088, -0.7379, -1.2408)
C (0.5308, 2.2781, -2.1418)
C (-2.6722, -2.9669, 4.3402)
C (-1.4592, 1.5691, 1.5452)
C (4.3818, 0.5371, -7.0788)
C (-2.5702, -2.4629, -3.5618)
C (-1.9862, -1.2079, -2.9938)
C (2.7778, 2.3211, 3.5332)
C (-1.8322, -4.1569, 0.0512)
C (-4.7502, -0.3279, 0.2282)
C (-0.6792, -1.4489, -2.2658)
C (-0.1342, 4.3191, 5.0752)
H (-1.2202, 0.7341, 2.1552)
H (4.8978, -0.2939, -7.6558)
H (-0.5262, -2.9609, 2.2582)
H (-0.5782, -2.4909, -1.9798)
H (0.3188, 3.3711, 5.4122)
H (2.5578, 0.0651, -1.6568)
H (-5.0592, -4.0709, 3.3902)
H (4.5858, 2.6251, -6.2068)
H (-2.0142, -4.2379, -1.0298)
H (-3.6802, -4.7239, 2.4872)
H (3.2368, -0.9689, -5.8548)
H (-0.9202, -1.2799, 1.7422)
H (-5.0182, -0.2689, -0.8078)
H (3.6498, 1.5501, 1.7032)
H (-0.4862, -1.1579, 5.9702)
H (3.6538, -1.2059, -2.0198)
H (6.0288, 1.6101, -6.2438)
H (-2.2652, -0.6859, 5.9622)
H (0.9118, 1.2521, 3.0502)
H (2.3088, 0.2571, 3.2962)
H (-2.5632, -4.7649, 0.6192)
H (1.2088, 2.2691, -3.0198)
H (2.0848, 2.6831, -0.6808)
H (-1.0212, 1.4071, 0.5422)
H (-0.6652, -1.0149, -1.3338)
H (-3.1392, -2.9669, -2.7878)
H (0.4748, 3.1871, -0.1238)
H (-0.9242, 2.4021, -3.7238)
H (2.2868, 3.2211, 3.8792)
H (0.8458, 4.8511, 5.0972)
H (0.4978, 1.2161, -1.8198)
H (-1.8312, -3.2009, -3.9528)
H (-0.9342, 4.6321, 5.7402)
H (-2.5742, 1.5391, 1.3172)
H (-0.8442, 3.8611, -2.7598)
H (-4.5902, -5.7129, 3.7032)
H (3.5288, 0.8851, -7.6758)
H (2.5658, 2.9501, 1.4852)
H (-1.3222, -0.8139, 4.4592)
H (-0.8032, -4.4329, 0.2702)
H (3.8378, -0.3209, -0.4928)
H (0.5648, -1.5379, 2.8532)
H (-2.6522, -0.6079, -2.3948)
H (5.4238, 2.3481, -7.7558)
H (3.1108, 0.6741, -5.2368)
H (-5.6542, -0.6039, 0.7782)
H (4.1988, 3.2011, 2.1202)
H (-3.2572, -2.3559, -4.3908)
H (1.2388, 4.1271, -1.3268)
H (3.5978, 2.2381, 4.2442)
H (-4.5482, 0.7151, 0.4872)

=====

[3]
Entry from OMol25: C29H42BInN7S3SbSe4 as an isolated structure (ωB97M-V/def2-TZVPD).

Computed properties:
LUMO energy (eV): -0.77
Calculated total energy (Ha): -12769.2416
Charge: 0
ΔE to the lowest compared entry with this formula, charge and spin (eV): 0.0000
HOMO (eV): -7.188

Geometry (Å):
Sb (-1.5216, -0.8582, -3.7440)
In (-0.3424, 0.5784, -0.5917)
Se (-0.7679, 1.4286, -3.0529)
Se (-0.2216, -1.8288, -5.4888)
Se (-3.8752, -1.1620, -3.5104)
Se (-0.8177, -2.0509, -1.3245)
S (1.3250, -2.6659, -1.2351)
S (0.0855, 2.9950, 0.2336)
S (-0.0435, -0.2118, 2.0785)
N (2.2840, -0.6678, 0.8036)
N (2.9121, 0.7467, -2.4905)
N (2.4963, 1.7334, -0.0218)
N (3.8498, 1.6557, 0.0811)
N (3.4437, -1.3243, 0.5549)
N (2.4119, -0.2005, -1.7139)
N (-2.6310, 0.6995, -0.1171)
C (1.7924, 2.8628, 0.2280)
C (1.8573, 5.3553, 0.7659)
C (-3.7339, 0.6859, -0.4160)
C (3.3778, 0.4345, -3.6877)
C (3.4570, -0.8887, -4.1000)
C (3.0641, -2.6160, 2.4956)
C (3.8187, -2.2845, 1.3377)
C (6.0447, 2.5527, 0.5965)
C (1.0818, -2.3168, 3.9640)
C (4.4259, 1.1556, -5.8656)
C (5.5297, -2.7349, -0.4436)
C (6.3711, 2.8541, 2.0681)
C (2.5540, 4.0504, 0.5348)
C (4.8374, -4.5510, 1.1142)
C (5.0943, -3.0412, 0.9886)
C (1.9101, -1.9715, 2.7671)
C (6.4980, 1.1327, 0.2708)
C (3.8963, 3.9474, 0.6247)
C (6.1992, -2.6277, 1.9724)
C (3.7926, 1.6206, -4.5546)
C (-5.1422, 0.6632, -0.7973)
C (4.5386, 2.6999, 0.4084)
C (1.4596, -0.9592, 1.8418)
C (6.7808, 3.5516, -0.3041)
C (2.8698, -1.8683, -3.3392)
C (2.5278, 2.4346, -4.8621)
C (4.7892, 2.4895, -3.7878)
C (2.2514, -1.4710, -2.1472)
C (2.8604, -3.2914, -3.8078)
B (1.9030, 0.3177, -0.3474)
H (7.1259, -3.1614, 1.7447)
H (2.5869, 6.1508, 0.9156)
H (6.4305, 4.5753, -0.1574)
H (5.9195, -2.8615, 3.0035)
H (6.3978, -1.5560, 1.9080)
H (2.0391, 2.7571, -3.9426)
H (-5.3030, 1.3915, -1.5897)
H (6.6553, 3.2976, -1.3566)
H (5.3232, 0.5533, -5.6959)
H (3.3412, -3.9514, -3.0834)
H (7.4370, 2.6965, 2.2493)
H (5.7193, 1.9447, -3.5964)
H (4.3669, 2.8010, -2.8315)
H (3.3828, -3.3695, -4.7605)
H (7.8491, 3.5331, -0.0747)
H (-5.7641, 0.9002, 0.0641)
H (0.9305, -1.4394, 4.5951)
H (3.9085, -1.1497, -5.0465)
H (5.6859, -5.1009, 0.7025)
H (5.8086, 2.1956, 2.7350)
H (7.5616, 1.0290, 0.5020)
H (4.7166, -4.8680, 2.1521)
H (0.0882, -2.6439, 3.6531)
H (4.7965, -3.1165, -1.1611)
H (-5.3779, -0.3247, -1.1864)
H (5.0289, 3.3794, -4.3750)
H (1.8350, -3.6318, -3.9448)
H (5.9321, 0.4009, 0.8484)
H (2.7955, 3.3160, -5.4510)
H (1.5614, -3.1043, 4.5443)
H (6.1371, 3.8885, 2.3346)
H (5.6354, -1.6641, -0.6180)
H (1.8066, 1.8388, -5.4271)
H (6.4870, -3.2236, -0.6386)
H (3.9427, -4.8451, 0.5594)
H (4.4861, 4.8247, 0.8633)
H (3.4076, -3.4018, 3.1578)
H (6.3434, 0.8994, -0.7855)
H (3.7223, 0.5771, -6.4688)
H (4.7200, 2.0298, -6.4485)
H (1.2083, 5.2935, 1.6413)
H (1.2146, 5.6046, -0.0795)

=====

[4]
Entry from OMol25: a 6-piece molecular cluster, C40H88BIN7O7 overall (ωB97M-V/def2-TZVPD).

Computed properties:
LUMO energy (eV): -2.03
Calculated total energy (Ha): -2809.2793
Charge: +1
HOMO (eV): -9.542

Geometry (Å):
I (4.4002, -0.3566, 0.5488)
O (-6.4934, 6.1084, 7.0238)
O (2.0934, 2.9280, 6.6465)
O (-1.3992, 2.9532, 4.1636)
O (1.5271, -5.2357, -4.0634)
O (-2.8287, 4.5158, 9.3632)
O (-3.1777, -4.1924, -3.8193)
O (-3.3376, 6.9160, 3.6502)
N (1.0449, -2.9570, -3.2584)
N (-2.0619, 8.3921, 2.5043)
N (4.2654, -3.0340, -2.1855)
N (-2.2735, 2.3852, 6.1857)
N (2.4513, 2.1658, 4.5444)
N (-2.5856, 6.1180, 7.7845)
N (-7.5814, 6.1488, 5.0427)
C (-6.4298, 5.5893, 4.3479)
C (-3.5909, -5.5389, -4.0301)
C (-2.6575, -3.9412, -2.5375)
C (2.6069, -0.9735, -4.2340)
C (5.2198, -4.3675, -7.6459)
C (-3.3146, 5.3174, 8.5775)
C (1.9807, -2.2334, 0.5237)
C (4.6622, -1.1448, -5.7339)
C (-1.1425, -4.1954, -2.5044)
C (2.4500, 3.5151, 4.0034)
C (-2.1223, -5.8638, -6.0774)
C (-2.0385, 1.9208, 7.5457)
C (-0.8230, 8.6820, 1.8158)
C (-3.2135, 7.0260, 6.8409)
C (1.7119, -3.3393, -1.8540)
C (-1.2696, 2.5724, 5.3196)
C (-3.6313, 2.6698, 5.7546)
C (-0.4909, -2.9616, -3.0975)
C (5.3284, -1.9263, -6.8748)
C (-7.4867, 6.3603, 6.3667)
C (5.4463, -5.8429, -7.3056)
C (-2.3104, 7.1919, 3.0584)
C (-1.1383, 6.0491, 7.8671)
C (-3.5458, -5.8286, -5.5221)
C (5.6096, -3.3997, -6.5239)
C (1.6621, -2.0805, -0.9673)
C (-1.1599, -3.5007, -0.0608)
C (2.6141, 1.0411, 3.6547)
C (3.1518, -3.9076, -1.9030)
C (-0.5925, -4.4562, -1.1164)
C (4.4804, -6.3743, -6.2428)
C (1.2702, -1.5265, -3.7708)
C (2.2682, 2.0117, 5.8702)
C (3.4546, -2.2198, 0.9367)
C (-3.0797, 9.4242, 2.6115)
C (0.8390, -3.6140, -5.9128)
C (5.5332, -3.7357, -1.9821)
C (3.2579, -1.6641, -5.4256)
C (-8.7808, 6.4595, 4.2978)
C (0.9249, -4.5155, -1.2255)
B (1.1774, -3.9870, -4.4386)
H (-4.2930, 6.9246, 6.9186)
H (-2.0774, -6.4176, -7.0188)
H (2.5744, 0.1203, 4.2362)
H (-1.7428, -4.8578, -6.2672)
H (-0.7762, 5.0464, 7.6340)
H (-2.1737, -3.7984, 0.2267)
H (-1.4879, 6.4692, 2.9363)
H (-1.0059, -5.0725, -3.1469)
H (-3.9066, 2.0460, 4.9028)
H (0.8462, -0.8861, -2.9943)
H (-0.7177, 6.7552, 7.1545)
H (-3.7292, 3.7133, 5.4511)
H (2.5978, 3.4577, 2.9272)
H (-4.1369, -5.0710, -6.0484)
H (5.4775, -4.7334, -2.4232)
H (-8.3991, 6.7904, 6.8097)
H (4.1463, -4.2319, -7.8539)
H (-4.0091, 9.1010, 2.1426)
H (4.2546, -2.2679, -1.5215)
H (-4.5979, -5.6841, -3.6202)
H (-2.4141, 2.6536, 8.2575)
H (-0.7922, 6.2981, 8.8707)
H (3.2090, -4.7659, -2.5706)
H (-2.9191, 6.7868, 5.8205)
H (-1.2249, -2.4592, -0.3901)
H (-3.2947, 9.6490, 3.6562)
H (5.0679, -3.6743, -5.6157)
H (-1.0055, 8.9516, 0.7737)
H (-0.9063, -5.4695, -0.8312)
H (4.7026, -7.4179, -5.9985)
H (-6.1750, 4.6106, 4.7566)
H (0.5777, -1.4377, -4.6136)
H (-2.8985, -2.8963, -2.3131)
H (3.2467, 4.1105, 4.4493)
H (1.5166, -1.3646, 1.0074)
H (-0.7463, -2.0827, -2.4974)
H (0.6662, -1.6334, -1.0457)
H (0.0700, -2.8501, -6.0556)
H (2.2595, 0.9544, 6.1881)
H (-2.9188, -6.2311, -3.4978)
H (-0.8796, -2.7769, -4.1031)
H (0.4855, -4.5127, -6.4321)
H (3.3134, -0.8311, -3.4196)
H (6.6742, -3.5369, -6.2939)
H (3.5280, -2.3478, 2.0183)
H (-2.9330, 8.0587, 7.0662)
H (1.8095, 1.0241, 2.9136)
H (6.3481, -3.1964, -2.4681)
H (4.6839, -1.8849, -7.7622)
H (1.5089, -3.1045, 0.9868)
H (4.6228, -0.0779, -5.9789)
H (5.7596, -4.0987, -8.5622)
H (2.3409, -1.3165, -1.3622)
H (-2.7194, 10.3226, 2.1165)
H (1.1617, -5.3995, -1.8212)
H (1.3586, -5.8903, -4.7424)
H (-8.5805, 7.1996, 3.5205)
H (-6.6802, 5.4839, 3.2947)
H (2.3506, 0.0444, -4.5671)
H (-0.5582, -3.5331, 0.8534)
H (2.6325, -1.4725, -6.3064)
H (6.2656, -1.4276, -7.1423)
H (-4.3062, 2.4747, 6.5845)
H (-1.4467, -6.3660, -5.3719)
H (4.0657, -2.9966, 0.4786)
H (3.3274, -2.7446, -5.2574)
H (1.4986, 4.0064, 4.2090)
H (-0.2888, 9.5039, 2.2960)
H (-3.1492, -4.5679, -1.7796)
H (-4.0473, -6.7868, -5.6958)
H (-4.3991, 5.4274, 8.4277)
H (-5.5535, 6.2290, 4.4436)
H (3.5682, 1.0808, 3.1268)
H (-0.9673, 1.7929, 7.6930)
H (-9.5292, 6.8659, 4.9759)
H (5.2646, -1.2385, -4.8220)
H (6.4817, -6.0012, -6.9808)
H (3.2531, -4.3372, -0.8879)
H (1.7384, -3.2791, -6.4324)
H (4.5414, -5.8083, -5.3049)
H (-2.5392, 0.9657, 7.7207)
H (-0.2857, 2.3448, 5.7548)
H (-9.1929, 5.5660, 3.8243)
H (5.3156, -6.4425, -8.2138)
H (3.4448, -6.3373, -6.6064)
H (-0.1880, 7.7982, 1.8384)
H (1.3692, -4.7145, -0.2441)
H (5.7931, -3.8441, -0.9170)

=====

Which value of calculated total energy does entry 1 give?
-1110.8033 Ha

=====

Among the records above, which one has the lowest charge?
C5H29O12

=====

Number 3 is which compound?
C29H42BInN7S3SbSe4